# 1
Computed, not measured: 3 unconnected molecules or ions with the total composition C23H32N2O9P2, with wB97M-V/def2-TZVPD.

```
68
Properties=species:S:1:pos:R:3
C -2.3541 1.8207 4.3742
C -2.4701 2.6027 3.4685
C -2.4737 3.2782 2.1489
C -1.2579 4.1203 1.9792
N -0.1649 4.4189 1.7997
C -2.6147 2.2489 0.9770
C -3.9034 1.5618 1.2177
N -4.8627 0.9826 1.4518
C -2.5891 2.9567 -0.4108
C -3.3357 4.2809 -0.4722
C -2.7095 5.4665 -0.7066
C -1.4025 1.3004 1.0490
C -1.4219 0.1989 -0.0195
O -2.4281 -0.2393 -0.5201
C -0.0536 -0.3478 -0.3973
C 0.4721 -0.2241 -1.6779
C 1.7522 -0.7221 -1.9278
C 2.4755 -1.3195 -0.9043
C 1.9480 -1.4545 0.3775
C 0.6697 -0.9593 0.6286
H -2.2574 1.0218 5.0803
H -3.3396 3.9539 2.1679
H -1.5595 3.1714 -0.7203
H -3.0076 2.3087 -1.1880
H -4.4171 4.3185 -0.2978
H -3.0485 6.1220 -1.5129
H -1.8862 5.8273 -0.0856
H -1.2738 0.8061 2.0192
H -0.4907 1.8803 0.8623
H -0.1114 0.2718 -2.4490
H 2.1736 -0.6105 -2.9232
H 3.4817 -1.6835 -1.1011
H 2.4855 -1.9086 1.2046
H 0.2661 -1.0411 1.6359
C 3.6214 0.3643 -8.1351
O 3.9480 0.0478 -6.7742
P 5.4193 0.3736 -6.2654
O 6.2260 1.1858 -7.1786
O 6.0197 -1.0545 -5.9152
C 6.0886 -2.0149 -6.9700
O 5.1562 0.9921 -4.8385
C 6.1237 1.9126 -4.3125
H 2.6752 -0.1175 -8.3691
H 3.5176 1.4416 -8.2528
H 4.3868 -0.0054 -8.8158
H 6.4398 -1.5557 -7.8961
H 5.1058 -2.4616 -7.1283
H 6.7882 -2.7922 -6.6747
H 5.8742 2.9216 -4.6361
H 7.1321 1.6632 -4.6389
H 6.0784 1.8629 -3.2273
C -3.4402 -5.5618 6.4240
O -3.7546 -4.1633 6.4801
P -3.1461 -3.2168 5.3572
O -2.5063 -3.9134 4.2390
O -2.1973 -2.2266 6.1681
C -1.1321 -2.8098 6.9194
O -4.3625 -2.2869 4.9949
C -4.4050 -1.7118 3.6769
H -3.7454 -6.0079 7.3674
H -3.9846 -6.0339 5.6079
H -2.3708 -5.7162 6.2870
H -0.6376 -3.5997 6.3502
H -1.5185 -3.2156 7.8555
H -0.4080 -2.0305 7.1430
H -4.9157 -2.3942 3.0007
H -3.4049 -1.5039 3.2984
H -4.9624 -0.7806 3.7311
```

As for the spin multiplicity: 1. The HOMO-LUMO gap comes out at 0.3367 Eh. The highest occupied orbital energy comes out at -8.90 eV.

# 2
Computed, not measured: a molecular structure, C23H32N4O3PRuS5, with wB97M-V/def2-TZVPD.

```
69
Properties=species:S:1:pos:R:3
Ru 0.3340 -1.1450 -0.9861
C -3.1867 -1.1047 1.0119
C -1.8406 -0.4840 1.2029
N -0.8040 -1.2745 1.1209
N 0.3570 -0.8580 1.6862
C 1.4257 -1.5361 1.4186
S 1.4977 -2.9073 0.3387
S 2.9112 -1.0957 2.2153
C 2.6656 0.7099 2.4980
C 2.3328 1.0552 3.9095
C 3.3621 1.1459 4.8397
C 3.1039 1.5249 6.1421
C 1.8075 1.8228 6.5288
C 0.7722 1.6993 5.6175
C 1.0302 1.3171 4.3121
C -1.6842 0.9416 1.3996
C -2.5132 1.6998 2.2232
C -2.3282 3.0570 2.3755
C -1.2778 3.6913 1.7108
C -0.4586 2.9854 0.8726
C -0.6523 1.5989 0.6400
O 0.0380 1.0259 -0.2682
H -3.0654 -2.1545 0.7508
H -3.7330 -0.6022 0.2162
H -3.7687 -1.0227 1.9295
H 1.8913 1.0073 1.7938
H 3.6274 1.1446 2.2238
H 4.3695 0.9143 4.5272
H 3.9192 1.6014 6.8456
H 1.6113 2.1474 7.5407
H -0.2402 1.9150 5.9245
H 0.2250 1.2275 3.5987
H -3.2773 1.1924 2.7967
H -2.9856 3.6268 3.0142
H -1.1150 4.7506 1.8506
H 0.3549 3.4649 0.3447
C -0.9152 -5.8160 -3.1636
C -0.1588 -4.7720 -2.3628
O -0.9717 -3.6133 -2.1190
P -0.9439 -2.3113 -3.0832
S -2.0646 -0.9430 -2.1378
S 0.9268 -1.8157 -3.5861
O -1.6226 -2.7570 -4.4649
C -3.0248 -3.0279 -4.5801
C -3.7886 -1.7969 -5.0367
H -0.2903 -6.6924 -3.3143
H -1.1931 -5.4189 -4.1372
H -1.8090 -6.1231 -2.6260
H 0.7632 -4.4707 -2.8788
H 0.0952 -5.1498 -1.3682
H -3.4181 -3.3885 -3.6248
H -3.0983 -3.8239 -5.3263
H -3.6715 -0.9907 -4.3170
H -4.8438 -2.0390 -5.1320
H -3.4066 -1.4648 -5.9981
C 0.4957 2.6222 -3.1474
N 1.3040 1.5035 -2.7288
C 2.2109 1.5529 -1.7511
S 2.8191 0.0980 -1.1371
N 2.6687 2.7415 -1.3450
C 3.5943 2.9577 -0.2646
H -0.2390 2.2581 -3.8587
H 1.1106 3.3859 -3.6362
H -0.0323 3.0584 -2.2925
H 0.9948 0.5645 -2.9876
H 2.3083 3.5697 -1.7942
H 3.9923 1.9936 0.0424
H 3.0880 3.4283 0.5836
H 4.4146 3.5982 -0.5921
```

As for the spin multiplicity: 2. The HOMO-LUMO gap (spin up / spin down) comes out at 0.2007 / 0.2289 Eh. The highest occupied orbital energy (spin up / spin down) comes out at -7.23 / -7.19 eV. The calculation puts the relative energy (zero: lowest compared OMol25 entry of this formula, charge and spin) at 458.49 kJ/mol.

# 3
Computed, not measured: C23H32N4O4S in the gas phase, with wB97M-V/def2-TZVPD.

```
64
Properties=species:S:1:pos:R:3
C -2.9517 -4.2556 1.7654
C -3.3926 -2.8358 1.4395
O -3.1050 -2.4885 0.0881
C -1.8330 -2.1341 -0.1791
O -0.9688 -2.0451 0.6701
N -1.6270 -1.9231 -1.4987
C -2.7325 -1.6544 -2.3922
C -3.1153 -0.1712 -2.2887
C -1.8922 0.6828 -1.8990
N -1.7277 0.7810 -0.4560
C -2.6034 1.4280 0.3324
O -3.6735 1.8439 -0.0710
C -2.1759 1.6978 1.7794
C -1.6538 3.1432 1.8017
C -0.3686 3.2631 0.9857
N 0.4873 2.1015 1.1775
C 1.3734 1.8022 0.2004
O 1.4473 2.4991 -0.8086
C 2.2476 0.6234 0.3659
C 1.9479 -0.6734 0.7627
C 3.1265 -1.4088 0.5951
S 3.7446 -3.0098 0.8052
C 5.3029 -2.4816 0.2442
C 5.3648 -1.1675 -0.0901
C 4.1116 -0.5447 0.1059
N 3.5644 0.6886 -0.0369
C 4.2763 1.8325 -0.5490
C 4.2762 1.8458 -2.0755
C 0.2634 1.3931 2.4116
C -1.1354 0.7558 2.4092
C -0.6172 0.0901 -2.4963
C -0.3810 -1.3306 -1.9468
H -1.8707 -4.3345 1.6806
H -3.4133 -4.9602 1.0777
H -3.2456 -4.5045 2.7811
H -2.8961 -2.1240 2.1074
H -4.4756 -2.7277 1.5274
H -3.5727 -2.2977 -2.1360
H -2.3962 -1.9013 -3.4026
H -3.5099 0.1771 -3.2428
H -3.8863 -0.0239 -1.5342
H -2.0512 1.6998 -2.2819
H -0.8397 0.4925 -0.0800
H -3.1032 1.6642 2.3597
H -2.4076 3.8081 1.3789
H -1.4832 3.4470 2.8362
H 0.1785 4.1712 1.2707
H -0.5890 3.3369 -0.0828
H 1.0051 -1.0646 1.0881
H 6.0935 -3.2042 0.1956
H 6.2517 -0.6833 -0.4567
H 5.3016 1.7863 -0.1686
H 3.8013 2.7422 -0.1782
H 3.2581 1.9769 -2.4318
H 4.8842 2.6695 -2.4390
H 4.6752 0.9116 -2.4643
H 0.3417 2.1136 3.2342
H 1.0350 0.6381 2.5538
H -1.1103 -0.2014 1.8878
H -1.4146 0.5479 3.4436
H -0.7305 0.0644 -3.5805
H 0.2354 0.7296 -2.2651
H 0.3101 -1.3264 -1.1033
H 0.0446 -1.9707 -2.7269
```

As for the spin multiplicity: 1. The HOMO-LUMO gap comes out at 0.3170 Eh. The highest occupied orbital energy comes out at -7.89 eV. The calculation puts the relative energy (zero: lowest compared OMol25 entry of this formula, charge and spin) at 120.98 kJ/mol.

# 4
Computed, not measured: C23H32N4O5S in the gas phase, with wB97M-V/def2-TZVPD.

```
65
Properties=species:S:1:pos:R:3
C 2.3669 2.0616 -3.3840
C 0.9440 2.6091 -3.4025
C 0.2168 2.5230 -2.0484
C 1.0416 3.1108 -0.9048
C -1.1228 3.2617 -2.1394
N -0.0289 1.1211 -1.7085
C -0.8515 0.2899 -2.3480
O -1.4048 0.5028 -3.4133
C -1.1115 -1.0456 -1.5971
C 0.1438 -1.7919 -1.2032
C 0.1260 -2.7177 -0.1649
C 1.2693 -3.3942 0.2038
C 2.4625 -3.1662 -0.4739
O 3.5785 -3.8313 -0.0649
C 2.4790 -2.2804 -1.5422
C 1.3271 -1.6054 -1.9027
N -1.9883 -0.7972 -0.4456
C -3.4030 -1.0085 -0.6550
C -4.0727 0.1482 -1.4020
O -4.0878 1.2802 -0.5617
C -4.6816 2.4019 -1.1659
C -1.4602 -0.2371 0.6596
O -0.2597 0.0087 0.7344
C -2.3635 0.1069 1.8244
C -1.4976 0.5299 3.0170
C -0.4799 1.5557 2.5781
O -0.7683 2.6275 2.0984
N 0.8595 1.2793 2.8264
C 1.4406 0.0444 2.9189
N 0.9843 -0.9821 3.5432
C 1.8026 -2.0560 3.4185
C 2.9292 -1.8580 2.6951
S 2.9808 -0.2399 2.1044
H 3.0300 2.7089 -2.8155
H 2.7501 1.9947 -4.4000
H 2.3922 1.0686 -2.9419
H 0.3498 2.0503 -4.1271
H 0.9635 3.6530 -3.7203
H 1.3410 4.1280 -1.1437
H 1.9333 2.5149 -0.7253
H 0.4443 3.1307 0.0051
H -1.6733 3.1381 -1.2092
H -1.7116 2.8602 -2.9598
H -0.9571 4.3220 -2.3105
H 0.2896 0.8201 -0.7923
H -1.6807 -1.6707 -2.2967
H -0.7906 -2.9037 0.3752
H 1.2603 -4.1002 1.0186
H 4.3228 -3.5931 -0.6310
H 3.3969 -2.1133 -2.0906
H 1.3507 -0.9296 -2.7436
H -3.5344 -1.9238 -1.2395
H -3.9013 -1.1352 0.3057
H -3.5309 0.3686 -2.3318
H -5.1028 -0.1427 -1.6631
H -5.7415 2.2175 -1.3814
H -4.1722 2.6651 -2.0991
H -4.5903 3.2213 -0.4562
H -3.0063 0.9288 1.5009
H -2.9887 -0.7386 2.1127
H -2.1302 0.9923 3.7765
H -0.9862 -0.3313 3.4428
H 1.4677 1.9976 2.4465
H 1.5201 -2.9733 3.9017
H 3.7141 -2.5493 2.4689
```

As for the spin multiplicity: 1. The HOMO-LUMO gap comes out at 0.3242 Eh. The highest occupied orbital energy comes out at -8.32 eV. The calculation puts the relative energy (zero: lowest compared OMol25 entry of this formula, charge and spin) at 57.03 kJ/mol.

# 5
Computed, not measured: C23H32N4O6 in the gas phase, with wB97M-V/def2-TZVPD.

```
65
Properties=species:S:1:pos:R:3
C 1.9627 1.8529 4.3125
O 1.2965 2.2095 3.1273
C 0.2471 1.4203 2.7108
C -0.3839 1.8020 1.5318
C -1.4148 1.0537 1.0067
C -1.8546 -0.1206 1.6257
N -2.8857 -0.9171 1.1123
C -2.6778 -2.3549 1.1542
C -1.6399 -2.7531 0.1035
N -2.1312 -2.3926 -1.2178
C -1.3229 -2.8930 -2.3189
C 0.2089 -2.6647 -2.2080
N 0.5928 -1.2781 -2.2028
C 1.1266 -0.6263 -1.1622
O 1.3171 -1.0794 -0.0463
C 1.5438 0.7948 -1.5565
O 1.3373 1.2203 -2.6814
N 2.1906 1.4338 -0.5776
C 2.8686 2.6884 -0.7698
C 2.6995 3.6639 0.4080
O 3.7953 4.5352 0.5289
C 4.0058 5.3954 -0.5773
O 1.4925 4.3471 0.2396
C 1.1260 5.1370 1.3574
C -1.5789 -4.3619 -2.4857
C -2.4856 -5.0215 -3.2625
C -2.3086 -6.4015 -2.9987
C -1.3092 -6.4776 -2.0813
O -0.8620 -5.2506 -1.7642
C -2.4507 -0.9776 -1.3168
C -3.4205 -0.5901 -0.1936
C -1.2497 -0.4520 2.8397
C -0.2179 0.2954 3.3750
H 2.4026 0.8526 4.2410
H 2.7574 2.5876 4.4384
H 1.2935 1.8936 5.1783
H -0.0455 2.6818 1.0103
H -1.8607 1.4061 0.0911
H -2.3448 -2.6731 2.1394
H -3.6339 -2.8387 0.9381
H -1.4761 -3.8317 0.1273
H -0.6980 -2.2404 0.3564
H -1.6857 -2.3945 -3.2257
H 0.6828 -3.1636 -3.0596
H 0.5833 -3.1116 -1.2855
H 0.5059 -0.7316 -3.0531
H 2.2678 0.9476 0.3075
H 3.9439 2.5091 -0.8972
H 2.4610 3.1354 -1.6802
H 2.6975 3.1105 1.3620
H 4.6583 6.1900 -0.2205
H 4.4924 4.8695 -1.4043
H 3.0622 5.8209 -0.9269
H 1.8673 5.9186 1.5460
H 0.1684 5.5881 1.1068
H 1.0273 4.5130 2.2505
H -3.1897 -4.5799 -3.9369
H -2.8500 -7.2160 -3.4337
H -0.8408 -7.3100 -1.5950
H -2.9271 -0.8012 -2.2854
H -1.5543 -0.3463 -1.2475
H -3.6657 0.4706 -0.2468
H -4.3476 -1.1584 -0.3123
H -1.5847 -1.3136 3.3952
H 0.2161 -0.0220 4.3103
```

As for the spin multiplicity: 1. The HOMO-LUMO gap comes out at 0.2937 Eh. The highest occupied orbital energy comes out at -7.22 eV. The calculation puts the relative energy (zero: lowest compared OMol25 entry of this formula, charge and spin) at 367.65 kJ/mol.

# 6
Computed, not measured: 6 unconnected molecules or ions with the total composition C23H32N6O3P, with wB97M-V/def2-TZVPD.

```
65
Properties=species:S:1:pos:R:3
O -0.0624 2.1384 1.1705
C 0.1849 2.3329 -0.1478
N 0.2323 2.4931 -1.5106
C -0.9058 1.7891 -2.2158
C -1.4300 0.3265 -1.6927
O -2.8996 0.3583 -1.9941
P -3.3011 2.0106 -1.5418
O -1.9922 2.7857 -2.4297
H -0.3896 1.4945 -3.2513
H -1.0762 -0.5889 -2.3388
H -1.3184 0.0206 -0.5689
H -4.4080 1.4194 -0.8099
H -2.5736 1.8405 -0.2943
H -3.6332 3.3039 -0.9950
H -4.1422 2.3028 -2.6889
N -0.9814 -3.4502 0.0356
C 0.2894 -2.9371 0.0247
C 1.0494 -3.7007 -0.8329
C 0.2057 -4.7062 -1.3624
C -1.0433 -4.5261 -0.8114
H -1.7531 -3.0907 0.5822
H 0.5439 -2.0758 0.6277
H 2.0979 -3.5491 -1.0543
H 0.4795 -5.4780 -2.0701
H -1.9679 -5.0708 -0.9482
N 0.9151 -0.7496 4.0895
C 1.3016 0.0629 3.0556
C 2.6701 0.2046 3.1143
C 3.1255 -0.5540 4.2190
C 2.0213 -1.1349 4.8013
H -0.0372 -1.0230 4.2945
H 0.5717 0.4709 2.3694
H 3.2751 0.7900 2.4342
H 4.1489 -0.6650 4.5534
H 1.9280 -1.7867 5.6597
N -2.3990 -7.3461 -2.8636
C -2.0159 -7.8048 -4.0971
C -3.1514 -7.9905 -4.8537
C -4.2578 -7.6254 -4.0502
C -3.7642 -7.2286 -2.8276
H -1.7725 -7.1276 -2.0999
H -0.9710 -7.9608 -4.3297
H -3.1796 -8.3490 -5.8745
H -5.3023 -7.6486 -4.3332
H -4.2662 -6.8749 -1.9369
N 2.9502 4.2186 -2.0589
C 2.9306 5.2927 -2.9100
C 4.1250 5.9645 -2.7751
C 4.8945 5.2676 -1.8130
C 4.1461 4.1922 -1.3896
H 2.2001 3.5495 -1.9435
H 2.0701 5.4874 -3.5360
H 4.4118 6.8591 -3.3125
H 5.8878 5.5224 -1.4669
H 4.3610 3.4133 -0.6702
N 0.4120 3.4821 4.3190
C -0.8304 4.0444 4.4557
C -0.6754 5.2827 5.0377
C 0.7098 5.4764 5.2544
C 1.3579 4.3503 4.7986
H 0.6013 2.5696 3.9251
H -1.7162 3.5161 4.1294
H -1.4737 5.9725 5.2791
H 1.1835 6.3442 5.6947
H 2.4084 4.0927 4.7758
```

As for the spin multiplicity: 1. The HOMO-LUMO gap comes out at 0.2453 Eh. The highest occupied orbital energy comes out at -4.43 eV. The total charge is -1.

# 7
Computed, not measured: C23H32N6OS in the gas phase, with wB97M-V/def2-TZVPD.

```
63
Properties=species:S:1:pos:R:3
C -6.6399 -2.3425 0.8834
C -6.1784 -1.8722 -0.4928
N -5.0148 -1.0116 -0.3996
C -4.1809 -1.0047 -1.5862
C -4.8467 -0.4800 -2.8638
C -5.2785 0.3033 0.1630
C -4.6464 0.4195 1.5624
N -3.2463 0.0804 1.5135
C -2.2970 0.9948 1.2344
N -2.5889 2.2959 1.3340
C -1.6179 3.1685 1.1250
N -0.3640 2.9283 0.8190
C -0.0355 1.6336 0.6999
C -0.9834 0.6225 0.8965
S -0.3435 -0.9876 0.6585
C 1.2279 -0.3014 0.3096
N 2.2724 -1.0580 0.0574
C 3.4296 -0.4555 -0.1949
N 4.5170 -1.2831 -0.4584
C 4.2146 -2.6387 -0.8940
C 3.9750 -3.5936 0.2792
O 5.0701 -3.5793 1.1732
C 5.2946 -2.2777 1.6551
C 5.6015 -1.2973 0.5132
C 3.5562 0.9524 -0.2814
C 2.4552 1.7390 0.0261
C 1.2500 1.0985 0.3598
C 2.4998 3.2358 0.0230
C 3.6543 3.7920 -0.8000
C 4.9359 3.0512 -0.4441
C 4.8029 1.5855 -0.8424
H -7.4292 -3.0821 0.7730
H -7.0279 -1.5149 1.4712
H -5.8096 -2.7945 1.4193
H -5.8933 -2.7467 -1.0829
H -7.0219 -1.3776 -1.0048
H -3.8411 -2.0315 -1.7546
H -3.2978 -0.3982 -1.3666
H -5.2192 0.5316 -2.7171
H -5.6793 -1.1161 -3.1542
H -4.1239 -0.4663 -3.6754
H -6.3539 0.4991 0.2344
H -4.8375 1.0829 -0.4647
H -5.1327 -0.2647 2.2594
H -4.7283 1.4442 1.9259
H -3.0468 -0.8720 1.2409
H -1.8980 4.2107 1.2140
H 3.3340 -2.6112 -1.5341
H 5.0793 -2.9839 -1.4706
H 3.8824 -4.6221 -0.0725
H 3.0561 -3.2965 0.8025
H 6.1423 -2.3438 2.3400
H 4.4078 -1.9219 2.2043
H 5.7473 -0.3057 0.9394
H 6.5132 -1.6143 -0.0038
H 2.5981 3.5612 1.0638
H 1.5412 3.6205 -0.3270
H 3.4463 3.6617 -1.8643
H 3.7608 4.8608 -0.6071
H 5.1144 3.1274 0.6310
H 5.7908 3.4930 -0.9599
H 4.7349 1.5160 -1.9341
H 5.6966 1.0370 -0.5537
```

As for the spin multiplicity: 1. The HOMO-LUMO gap comes out at 0.3119 Eh. The highest occupied orbital energy comes out at -7.96 eV. The calculation puts the relative energy (zero: lowest compared OMol25 entry of this formula, charge and spin) at 1.33 kJ/mol.